(1)
{"formula": "C37H40BeOP2", "method": "wB97M-V/def2-TZVPD", "species": ["Be", "C", "C", "C", "C", "C", "C", "C", "C", "C", "H", "H", "H", "H", "H", "H", "H", "H", "H", "H", "H", "H", "H", "H", "H", "P", "P", "C", "C", "C", "C", "C", "C", "C", "C", "C", "C", "C", "C", "C", "C", "C", "C", "C", "C", "C", "C", "C", "C", "C", "C", "C", "C", "H", "H", "H", "H", "H", "H", "H", "H", "H", "H", "H", "H", "H", "H", "H", "H", "H", "H", "H", "H", "H", "H", "C", "C", "O", "H", "H", "H"], "xyz": [[-1.3225, 0.9157, -0.6665], [1.4500, -2.5099, 1.1389], [2.1073, -2.6640, -0.0149], [1.4944, -3.2637, -1.2509], [0.8055, -2.3422, -2.3062], [-0.2040, -1.3423, -1.9151], [-0.9159, -1.2764, -0.7772], [-1.0486, -2.3558, 0.2346], [-0.0202, -2.5887, 1.3882], [-1.0888, 2.2278, -1.7024], [2.0257, -2.3874, 2.0631], [3.1912, -2.4982, -0.0737], [0.7864, -4.0755, -1.0170], [2.3218, -3.7365, -1.8129], [1.6014, -1.7888, -2.8202], [0.3655, -3.0308, -3.0549], [-0.4028, -0.5728, -2.6797], [-1.8161, -0.5529, -0.7710], [-1.1755, -3.3192, -0.2736], [-1.9989, -2.1672, 0.7592], [-0.2375, -1.8736, 2.1906], [-0.2732, -3.5744, 1.8057], [-0.8910, 3.1470, -1.1224], [-2.0285, 2.3654, -2.2656], [-0.2606, 2.0686, -2.4060], [4.5647, 0.2739, -8.1552], [1.7473, 0.6676, -9.4223], [3.7250, -1.1558, -8.8869], [2.5700, -0.9318, -9.5699], [6.2661, 0.1244, -8.8261], [6.7909, -1.0763, -9.3236], [8.1384, -1.1359, -9.7062], [8.9463, 0.0106, -9.6618], [8.3812, 1.2279, -9.2495], [7.0521, 1.2914, -8.8432], [4.6877, -0.3477, -6.4240], [3.4851, -0.3756, -5.6912], [3.4863, -0.8507, -4.3858], [4.6644, -1.3281, -3.8011], [5.8634, -1.2840, -4.5235], [5.8798, -0.7800, -5.8283], [1.3093, 0.8682, -11.2089], [2.3866, 1.1099, -12.0809], [2.1739, 1.0865, -13.4560], [0.8895, 0.8686, -13.9752], [-0.1872, 0.7012, -13.0953], [0.0113, 0.7255, -11.7110], [0.1350, 0.1806, -8.6793], [-0.6928, 1.2165, -8.2053], [-1.9801, 0.9216, -7.7700], [-2.4348, -0.4030, -7.7646], [-1.5858, -1.4374, -8.1642], [-0.2839, -1.1541, -8.5889], [4.1723, -2.1480, -8.7268], [2.1431, -1.6415, -10.2852], [6.1537, -1.9597, -9.4074], [8.5520, -2.0892, -10.0472], [10.0003, -0.0439, -9.9630], [8.9867, 2.1326, -9.2537], [6.6016, 2.2340, -8.5330], [2.5514, -0.0277, -6.1359], [2.5655, -0.8303, -3.8098], [4.6543, -1.7227, -2.7846], [6.7929, -1.6364, -4.0740], [6.8162, -0.7297, -6.3898], [3.3868, 1.2799, -11.6755], [3.0170, 1.2225, -14.1321], [0.7346, 0.8007, -15.0578], [-1.1884, 0.5221, -13.4830], [-0.8278, 0.5977, -11.0246], [-0.3171, 2.2415, -8.1969], [-2.6341, 1.7282, -7.4485], [-3.4586, -0.6266, -7.4685], [-1.9292, -2.4734, -8.1634], [0.3922, -1.9672, -8.8609], [-0.5592, 1.2632, 1.9464], [-1.7167, 1.1090, 1.0757], [-2.9081, 0.9881, 1.2685], [-0.0829, 2.2278, 1.7282], [0.1675, 0.4745, 1.6960], [-0.8546, 1.2616, 3.0066]], "mulliken_charge": [-0.164, -0.589, -0.236, -1.073, 1.142, -0.760, 0.274, -1.073, -0.690, -0.721, 0.386, 0.375, 0.414, 0.516, -1.199, 0.405, 0.449, 0.248, 0.452, 0.365, 0.430, 0.362, 0.213, 0.192, 0.150, 0.113, 0.019, -0.611, -0.747, 0.280, 0.079, -0.533, -0.502, -0.484, -0.436, 0.621, -0.812, -0.627, -0.478, -0.596, -0.451, 0.372, -0.443, -0.451, -0.529, -0.465, -0.438, 0.335, -0.456, -0.611, -0.510, -0.655, -0.001, 0.624, 0.792, 0.223, 0.375, 0.360, 0.373, 0.383, 0.381, 0.637, 0.407, 0.371, 0.303, 0.405, 0.367, 0.346, 0.369, 0.297, 0.377, 0.429, 0.414, 0.397, 0.377, -1.221, 1.246, -0.704, 0.314, 0.214, 0.293], "homo_lumo_gap_ev": 7.433, "spin_multiplicity": 1, "lumo_ev": 0.41, "charge": 0, "homo_energy_ev": -7.03}



(2)
{"formula": "C8H6", "method": "wB97M-V/def2-TZVPD", "species": ["C", "C", "C", "C", "C", "C", "C", "C", "H", "H", "H", "H", "H", "H"], "xyz": [[2.2076, -0.9376, 2.4522], [2.0967, -0.3983, 1.1653], [1.5715, 0.5356, 0.2519], [0.2992, 0.2659, -0.2643], [-0.5945, -0.7004, 0.0621], [-1.7754, -0.7849, -0.7520], [-1.6819, 0.5402, -1.4157], [-0.5639, 1.1561, -1.1603], [2.0039, -1.4002, 3.5996], [1.9172, 1.6069, -0.0458], [0.0721, -1.7736, 0.2321], [-2.4646, -1.4442, -0.8045], [-2.5285, 1.1038, -1.8626], [-0.5594, 2.2308, -1.4580]], "mulliken_charge": [-0.179, -0.470, 0.129, 0.734, -0.301, -0.803, -0.106, -0.908, 0.318, 0.320, 0.104, 0.597, 0.319, 0.246], "homo_lumo_gap_ev": 7.050, "spin_multiplicity": 1, "lumo_ev": -1.20, "charge": 0, "smiles": "C#CC=C1C=CC=C1", "homo_energy_ev": -8.25}



(3)
{"formula": "C14H14N2O2S", "method": "wB97M-V/def2-TZVPD", "species": ["C", "H", "H", "H", "O", "C", "N", "C", "C", "C", "C", "H", "H", "N", "C", "O", "C", "H", "H", "S", "C", "C", "C", "C", "C", "C", "H", "H", "H", "H", "H", "H", "H"], "xyz": [[-4.8537, -0.1760, 0.8816], [-4.2189, -0.8249, 1.5009], [-4.7986, 0.9235, 1.1842], [-5.8480, -0.5965, 0.5826], [-4.2241, -0.3439, -0.6103], [-3.0397, 0.1990, -0.4074], [-2.5280, 0.5539, 0.8452], [-1.2139, 1.1470, 0.5550], [-0.4728, 1.2189, -0.5699], [-0.9624, 0.7304, -1.6860], [-2.3557, 0.5180, -1.6610], [-2.8928, 0.0829, -2.6808], [-0.4079, 0.6306, -2.7071], [0.9303, 1.7124, -0.4584], [1.7173, 1.8399, 0.4347], [1.3068, 1.9251, 1.8408], [3.2266, 1.8198, 0.2123], [3.7782, 1.9186, 1.1340], [3.4705, 3.0164, -0.4511], [3.6603, 0.6851, -0.8611], [2.6593, -0.7030, -0.4098], [1.8448, -1.3724, -1.0476], [1.1341, -2.3516, -0.6600], [0.9908, -2.6405, 0.8214], [1.8118, -1.7624, 1.2806], [2.7340, -0.9178, 1.0344], [3.2526, -0.5405, 1.7292], [1.7948, -1.9489, 2.5538], [0.3176, -3.4940, 1.1399], [0.5888, -3.0973, -1.3320], [2.0430, -1.1651, -2.3139], [1.3250, 1.5420, -1.5301], [-0.7703, 1.4713, 1.6558]], "mulliken_charge": [-0.621, 0.299, 0.305, 0.281, -0.420, 0.787, -0.487, -0.099, 0.284, -0.393, -0.818, 0.206, 0.230, -0.008, 0.450, -0.726, -0.561, 0.435, 0.320, -0.214, 0.563, 0.232, -0.554, -0.503, -0.114, -0.979, 0.706, -0.078, 0.409, 0.293, 0.110, 0.343, 0.321], "homo_lumo_gap_ev": 8.919, "spin_multiplicity": 1, "lumo_ev": 0.28, "charge": 0, "homo_energy_ev": -8.64}



(4)
{"formula": "H2N3P3", "method": "wB97M-V/def2-TZVPD", "species": ["N", "N", "N", "P", "P", "P", "H", "H"], "xyz": [[1.3276, 0.5125, -0.4702], [-0.8881, -0.9434, 0.6387], [-1.3783, 1.0145, -0.6097], [2.9053, -0.0680, 0.0157], [-2.2094, -0.3078, -0.1390], [-0.0224, 0.6715, 0.4665], [1.2015, 0.6768, -1.4056], [-0.9362, -1.5562, 1.5036]], "mulliken_charge": [-0.221, -0.336, -0.450, -0.048, 0.267, 0.187, 0.325, 0.276], "homo_lumo_gap_ev": [6.975, 6.987], "spin_multiplicity": 1, "lumo_ev": [-1.24, -1.20], "charge": 0, "homo_energy_ev": [-8.21, -8.19]}



(5)
{"formula": "C15H23N5O4", "method": "wB97M-V/def2-TZVPD", "species": ["H", "N", "C", "N", "N", "C", "C", "C", "C", "N", "C", "O", "N", "C", "C", "C", "C", "C", "C", "O", "C", "C", "C", "O", "O", "H", "H", "H", "H", "H", "H", "H", "H", "H", "H", "H", "H", "H", "H", "H", "H", "H", "H", "H", "H", "H", "H"], "xyz": [[2.1137, -2.8733, -1.1196], [2.9107, -2.5331, -1.6237], [3.6778, -2.0340, -0.6799], [3.4870, -2.1900, 0.6700], [4.7762, -1.2566, -0.9738], [5.1741, -0.0690, -0.2599], [4.4006, 1.1730, -0.6470], [2.8642, 0.9803, -0.5905], [2.1916, 1.3089, 0.6435], [2.9864, 0.7094, 1.7485], [0.8129, 0.7414, 0.5120], [0.5701, -0.4770, 0.5537], [-0.1468, 1.6672, 0.1589], [-1.4974, 1.2687, -0.1644], [-2.2733, 0.7197, 1.0939], [-3.4809, -0.0876, 0.7037], [-4.7955, 0.4125, 0.7774], [-5.9248, -0.2595, 0.2751], [-5.7707, -1.5743, -0.2228], [-6.7741, -2.2846, -0.7950], [-4.5211, -2.1325, -0.2272], [-3.3867, -1.4140, 0.2219], [-2.1467, 2.4426, -0.9292], [-1.6355, 3.4564, -1.2788], [-3.4464, 2.2592, -1.2916], [2.6829, -2.6815, 0.9921], [4.2441, -2.7433, 1.1266], [4.8242, -1.1970, -1.9623], [6.2066, 0.1743, -0.3018], [5.0806, -0.2249, 0.8540], [4.7352, 1.9304, 0.0827], [4.7105, 1.4732, -1.6731], [2.6505, -0.0245, -0.9493], [2.3657, 1.6044, -1.2345], [2.1443, 2.3431, 0.9821], [2.4320, 0.7494, 2.6168], [3.1257, -0.3234, 1.5391], [0.0992, 2.6643, 0.0719], [-1.5535, 0.4724, -0.9395], [-2.6171, 1.5331, 1.8084], [-1.5312, 0.1104, 1.5851], [-4.7774, 1.3518, 1.3518], [-6.9421, 0.2492, 0.3147], [-7.4496, -1.7389, -1.2042], [-4.4258, -3.0677, -0.6954], [-2.3952, -1.9628, 0.1284], [-3.7750, 1.3544, -1.0488]], "mulliken_charge": [0.242, -0.823, 0.245, -0.430, -0.169, -0.857, -0.553, -0.878, 0.158, -0.674, 0.001, -0.686, -0.151, -0.073, -0.738, -0.540, -0.092, -0.535, 0.688, -0.545, -0.727, 0.114, 0.550, -0.574, -0.540, 0.256, 0.209, 0.297, 0.390, 0.290, 0.289, 0.333, 0.438, 0.561, 0.479, 0.333, 0.295, 0.381, 0.325, 0.289, 0.419, 0.262, 0.273, 0.317, 0.451, 0.296, 0.406], "homo_lumo_gap_ev": 9.164, "spin_multiplicity": 1, "lumo_ev": 0.55, "charge": 0, "smiles": "[H]/N=C(\\N)NCCC[C@H](N)C(=O)N[C@@H](Cc1ccc(O)cc1)C(=O)O", "homo_energy_ev": -8.61}



(6)
{"formula": "C3H3NS", "method": "wB97M-V/def2-TZVPD", "species": ["C", "C", "C", "N", "S", "H", "H", "H"], "xyz": [[1.3626, 2.2264, 0.3076], [0.3112, 1.7564, -0.0634], [-1.6019, -0.0002, -0.0782], [-1.2779, -1.2089, -0.3106], [-3.0066, 0.7410, 0.0543], [2.2592, 2.7321, 0.5787], [-0.3005, -1.2803, -0.6565], [-1.9858, -1.8503, -0.1284]], "mulliken_charge": [-0.261, -0.524, 0.302, -0.277, -0.189, 0.381, 0.316, 0.251], "homo_lumo_gap_ev": [7.715, 7.347], "spin_multiplicity": 1, "lumo_ev": [-1.57, -1.62], "charge": 0, "homo_energy_ev": [-9.28, -8.97]}